No. 1
Below is a molecular structure, C14H16Br3F5INO3P in a non-equilibrium geometry, with properties calculated with ωB97M-V/def2-TZVPD.

Calculated values
Relative energy (zero: lowest compared OMol25 entry of this formula, charge and spin), kJ/mol: 230.9
Charge: -1
Frontier orbital gap, eV: 6.9162
2S+1: 1

Element x y z (Å)
N 4.15092 2.18643 -0.47264
C 3.69449 1.68438 -1.81802
C 2.45142 0.74847 -1.60007
C 1.48632 0.46545 -2.84688
O 0.56010 -0.51655 -2.29703
P 1.24108 -1.37634 -0.95464
C 2.20855 -2.53725 0.24508
C 2.59465 -1.75751 1.54326
O 3.73965 -1.43577 1.71286
I 1.20015 -1.13382 3.09797
C -0.52645 -1.97121 -0.52315
F -0.88971 -2.93862 -1.52036
F -0.64822 -2.64340 0.70744
C -1.65002 -0.88504 -0.56683
C -1.50946 0.53164 -0.26984
C -2.63697 1.48731 -0.32866
C -3.98165 1.03373 -0.66284
C -4.14449 -0.41605 -0.93154
C -5.60586 -0.87337 -1.24177
F -5.76803 -2.22363 -1.05584
F -6.44469 -0.21969 -0.32699
F -6.02951 -0.45144 -2.48140
C -3.01592 -1.35818 -0.90961
O 2.79039 -0.54920 -1.15285
H 3.44186 1.98906 0.23843
H 4.25815 3.20158 -0.48337
H 4.55218 1.09535 -2.23117
H 3.40801 2.58750 -2.41854
H 1.77545 1.39117 -0.94690
H 0.84517 1.35537 -3.08480
H 1.98038 -0.03362 -3.73493
H 1.02632 -0.35284 0.04451
H 1.53773 -2.40539 -1.93924
H 1.71600 -3.52855 0.42150
H 3.18410 -2.76149 -0.27642
H -0.51963 0.95402 0.00628
H -2.47662 2.56779 -0.09445
H -4.82896 1.75627 -0.69621
H -3.21687 -2.43605 -1.11886
C 0.14521 1.94871 6.17833
Br -0.65055 3.19618 4.93271
Br -0.03795 2.54680 8.01101
Br -0.53959 0.15862 5.93543
H 1.20793 1.91473 5.95943

Löwdin population analysis, charges in e, atoms 1 to 4: number 1, N, carries -0.03; number 2, C, carries -0.20; number 3, C, carries -0.41; number 4, C, carries -0.17

No. 2
Below is a molecular structure, C14H16CdF6N4OS, with properties calculated with ωB97M-V/def2-TZVPD.

Calculated values
Frontier orbital gap, eV: 7.8143
2S+1: 1

Element x y z (Å)
Cd -0.57518 -0.00874 0.35030
C 0.01062 -5.26437 -2.57855
C 0.95152 -4.76848 -1.48662
N 1.39875 -3.39532 -1.69672
C 0.72570 -2.27777 -1.33618
S -0.56782 -2.44712 -0.17022
N 1.11874 -1.20031 -2.00731
N 0.55781 -0.04569 -1.58741
C 0.61867 1.00045 -2.32088
C 1.30135 1.04542 -3.64910
C -0.02515 2.22487 -1.76301
C 0.23652 3.47653 -2.29919
C -0.35038 4.59514 -1.72835
C -1.18125 4.44311 -0.63321
C -1.39901 3.16290 -0.15679
N -0.85676 2.08529 -0.71824
H -0.28910 -6.29909 -2.39110
H 0.49291 -5.22233 -3.55877
H -0.88916 -4.64533 -2.61040
H 1.84155 -5.39409 -1.43145
H 0.46522 -4.81752 -0.51729
H 2.02452 -3.23045 -2.47174
H 1.40877 0.03544 -4.03017
H 2.30260 1.47543 -3.55177
H 0.73934 1.65023 -4.36093
H 0.90788 3.57381 -3.14151
H -0.14816 5.57967 -2.13160
H -1.64645 5.29137 -0.14937
H -2.02450 2.98873 0.70940
C -1.34593 -0.67360 3.45362
C -0.42865 0.54594 3.38117
O -0.10986 0.95194 2.11083
C 0.88473 0.20186 4.12824
F 1.72977 1.23329 4.19677
F 0.65996 -0.22055 5.38799
F 1.51811 -0.79307 3.48940
C -1.14511 1.73075 4.07053
F -0.42274 2.85134 4.07905
F -2.28823 2.00916 3.40588
F -1.49102 1.46191 5.34106
H -0.84461 -1.52068 2.98679
H -2.26419 -0.45277 2.91015
H -1.60174 -0.93728 4.47671

Löwdin population analysis, charges in e, atoms 1 to 4: number 1, Cd, carries 1.25; number 2, C, carries -0.09; number 3, C, carries -0.28; number 4, N, carries -0.03

No. 3
Below is a gas-phase ion, C14H16Cl2N3S (charge +1), with properties calculated with ωB97M-V/def2-TZVPD.

Calculated values
Relative energy (zero: lowest compared OMol25 entry of this formula, charge and spin), kJ/mol: 0.0
Charge: +1
Frontier orbital gap, eV: 9.4797
2S+1: 1
SMILES: Clc1cccc(C[NH2+]CCCSc2ncccn2)c1Cl

Element x y z (Å)
Cl -3.70540 -0.47693 -1.48888
C -2.66640 0.48616 -0.50968
C -3.01209 0.76534 0.80624
C -2.18237 1.54619 1.58923
C -1.01192 2.06440 1.06193
C -0.65315 1.80004 -0.25270
C -1.47888 0.99089 -1.03462
Cl -1.03526 0.61743 -2.66802
C 0.58257 2.39921 -0.86353
N 1.65259 1.38319 -1.03286
H 2.37863 1.75095 -1.65507
C 2.27973 0.94518 0.23702
C 3.34764 -0.10841 -0.03784
C 2.76329 -1.50039 -0.23024
H 3.54235 -2.20000 -0.52734
H 2.28617 -1.84632 0.68405
S 1.47178 -1.60111 -1.54091
C 0.04166 -1.90953 -0.54656
N -0.91628 -2.58754 -1.14001
C -1.97083 -2.89055 -0.40396
C -2.06421 -2.50742 0.93009
C -1.01347 -1.75538 1.43052
N 0.04442 -1.44403 0.69289
H -0.99743 -1.38449 2.44632
H -2.90914 -2.77576 1.53960
H -2.74108 -3.46488 -0.89917
H 4.02736 -0.15345 0.81431
H 3.93988 0.17536 -0.91029
H 2.71519 1.81689 0.72886
H 1.49592 0.52200 0.87022
H 1.26823 0.50869 -1.48794
H 0.96151 3.20670 -0.23431
H 0.33278 2.79714 -1.84931
H -0.38085 2.69268 1.67108
H -2.45657 1.76174 2.60931
H -3.93638 0.37599 1.20156

Löwdin population analysis, charges in e, atoms 1 to 4: number 1, Cl, carries 0.75; number 2, C, carries -0.67; number 3, C, carries -0.09; number 4, C, carries -0.05

No. 4
Below is a single C14H16ClN7O4 molecule in a non-equilibrium geometry, with properties calculated with ωB97M-V/def2-TZVPD.

Calculated values
Relative energy (zero: lowest compared OMol25 entry of this formula, charge and spin), kJ/mol: 191.1
Frontier orbital gap, eV: 6.8154
2S+1: 1
SMILES: CO/N=C(\c1nonc1N)N1CCN(c2ccc(Cl)cc2[N+](=O)[O-])CC1

Element x y z (Å)
O -0.46664 -3.19291 1.97087
O -1.42758 -1.41502 1.20522
Cl -2.45902 -6.66054 -1.69949
N 2.34114 3.20763 2.31419
N 1.58915 1.96925 4.12723
N 0.09654 3.52646 0.10638
O 2.52851 2.94461 3.71133
O 0.14273 4.66973 0.92812
C 1.32059 2.45806 1.93437
C 0.94796 1.64271 3.03477
C 0.66848 2.36363 0.62233
C -1.45789 -4.36090 -2.77455
C -0.89849 -3.09073 -2.70522
C -1.48352 -4.46861 -0.38153
C -1.78099 -5.04292 -1.61800
C -0.62942 -2.51900 -1.45056
C -1.00247 -3.14826 -0.24857
N -0.00449 0.63592 3.13115
N -0.03339 -1.24867 -1.40121
N -0.96371 -2.54644 1.05340
N 0.61461 1.24959 -0.13079
C 0.46312 5.86378 0.20319
C 1.30633 -0.99654 -0.85188
C -0.90505 -0.09913 -1.62086
C 1.32780 0.02406 0.27381
C -0.17780 1.22805 -1.39542
H -1.65395 -4.83421 -3.73166
H -0.68560 -2.54662 -3.65270
H -1.76358 -5.03213 0.47828
H -0.12273 0.17174 4.01015
H -0.49101 0.32140 2.30862
H -0.24892 5.99674 -0.56877
H 0.36199 6.71336 0.85832
H 1.52996 5.78772 -0.16366
H 1.73360 -1.96742 -0.48586
H 1.90666 -0.60647 -1.70786
H -1.81379 -0.12448 -0.98310
H -1.27007 -0.14605 -2.65362
H 0.88776 -0.44764 1.15241
H 2.38698 0.23553 0.50142
H -0.89600 2.07714 -1.45674
H 0.48220 1.40757 -2.24351

Löwdin population analysis, charges in e, atoms 1 to 4: number 1, O, carries 0.11; number 2, O, carries 0.07; number 3, Cl, carries 0.67; number 4, N, carries 0.18